DFT (wB97M-V/def2-TZVPD) results for 2 unconnected molecules or ions with the total composition C5H7FI2O at a distorted geometry.

Element x y z (Å)
C1 1.0595 -0.5205 0.7492
C2 0.8429 0.8634 1.2624
C3 0.1037 0.4715 0.0285
C4 0.4124 1.0437 -1.3376
C5 -1.9370 1.0013 0.8740
O1 -1.2468 0.1140 0.2137
F1 -3.1487 0.5222 0.9565
I1 0.1225 -4.3584 -1.2639
I2 -2.2432 -3.2091 -1.3419
H1 2.1406 -0.6182 0.3434
H2 0.4569 -1.4287 1.0382
H3 0.3183 0.9825 2.2856
H4 1.6228 1.4665 1.1629
H5 1.3042 1.5819 -1.1736
H6 -0.4162 1.7549 -1.6747
H7 0.6082 0.3329 -2.1227

Values from the calculation:
Spin multiplicity: 1
Energy relative to the best compared isomer or geometry (same formula, charge and spin) (kJ/mol): 110.6